# 1
Density functional theory data (the ωB97M-V functional and the def2-TZVPD basis) for a cluster of 3 separate species, C3H13NO2S in total at a distorted geometry.

Frontier orbital gap   9.522 eV
E_tot   -19741.3824 eV
2S+1   1
SMILES   CNCCS.O.O
ΔE to the lowest compared entry with this formula, charge and spin   24.4 kcal per mole

Last column: Mulliken charge in e.
Atoms and positions in Å:
C: 1.815074 -0.345601 -2.133763  -0.8714
N: 0.415435 -0.431054 -1.662051  -0.4094
C: 0.182780 0.529245 -0.523535  -0.3503
C: -1.185250 0.296924 0.102634  -0.6009
S: -1.176354 0.236494 1.923952  -0.2646
H: 2.454158 -0.251769 -1.251723  0.3324
H: 1.998451 0.463857 -2.837622  0.2888
H: 2.102260 -1.307539 -2.562877  0.2972
H: -0.101505 -0.040289 -2.438041  0.2110
H: 0.973109 0.286727 0.177202  0.3470
H: 0.261033 1.511335 -0.986557  0.2992
H: -1.909282 1.096749 -0.048439  0.3159
H: -1.617934 -0.615998 -0.309457  0.3046
H: -0.270279 -0.713008 2.318497  0.1142
H: 0.776381 3.098017 1.949248  0.3074
H: 0.980567 3.310107 0.552029  0.3045
O: 1.294413 2.712960 1.250349  -0.6067
H: -0.356546 -2.431089 -1.128822  0.3549
H: 0.117324 -3.618690 -0.330997  0.3082
O: -0.637211 -3.299615 -0.844099  -0.6818

Cartesian forces (eV/Å) of the 6 atoms listed first:
C -0.030 -0.855 0.868
N 0.065 0.540 0.092
C 0.040 -1.046 -1.471
C 0.201 -0.565 0.462
S -0.091 -0.030 0.706
H 0.096 0.295 -0.171

# 2
Density functional theory data (the ωB97M-V functional and the def2-TZVPD basis) for a cluster of 4 separate species, C3H13NO3 in total at a distorted geometry.

Frontier orbital gap (spin up / spin down)   2.682 / 4.037 eV
E_tot   -10950.5502 eV
2S+1   2
Charge   -1
ΔE to the lowest compared entry with this formula, charge and spin   60.9 kcal per mole

Last column: Mulliken charge in e.
Atoms and positions in Å:
C: -0.280070 0.159658 -2.420791  -0.4709
C: -1.286248 -0.511015 -1.689349  -0.8286
N: -1.694957 -0.278662 -0.352398  -0.4250
C: -1.956832 -1.301513 0.601935  -0.9174
H: 0.617097 -0.403633 -2.715943  0.1085
H: -0.146493 1.211021 -2.678360  0.1725
H: -1.792033 -1.375226 -2.141243  0.4058
H: -1.435135 0.633928 -0.002552  0.2793
H: -2.619618 -2.063298 0.178499  0.2763
H: -1.076041 -1.870528 0.980470  0.1973
H: -2.591055 -0.928359 1.412657  0.3358
H: 3.112957 -2.057630 -1.159474  0.3724
H: 4.334473 -1.649134 -2.029216  0.3501
O: 4.005478 -2.250443 -1.360459  -0.7956
H: 0.116754 0.127050 4.020454  0.3104
H: 1.036326 -0.319611 2.912271  0.3290
O: 0.638285 0.493874 3.280015  -0.6618
H: 0.305964 4.881200 0.941933  0.3086
H: 0.379545 3.524201 1.544447  0.3179
O: 0.331609 3.978127 0.677107  -0.6646

Cartesian forces (eV/Å) of the 6 atoms listed first:
C 0.870 -0.021 -0.036
C 0.048 -0.384 -0.377
N -0.733 1.208 -0.048
C -0.491 -0.478 -0.194
H -0.198 -0.303 -0.521
H -0.394 0.147 0.645

# 3
Density functional theory data (the ωB97M-V functional and the def2-TZVPD basis) for a cluster of 4 separate species, C3H13NO3 in total at a distorted geometry.

Frontier orbital gap   9.680 eV
E_tot   -10952.0744 eV
2S+1   1
SMILES   C=CCN.O.O.O
ΔE to the lowest compared entry with this formula, charge and spin   62.2 kcal per mole

Last column: Mulliken charge in e.
Atoms and positions in Å:
N: -0.794760 1.407586 -1.346716  -0.5603
C: 0.172323 0.525597 -1.898463  -0.3294
C: 1.993754 1.082060 -0.345802  -0.9595
C: 1.652929 0.574532 -1.551944  0.0004
H: -0.942538 1.144367 -0.416357  0.1086
H: -0.476542 2.343565 -1.295101  0.2841
H: 0.172732 0.429999 -3.071635  0.2879
H: -0.217542 -0.534951 -1.705163  0.1794
H: 3.043806 1.297237 -0.065939  0.2347
H: 1.316439 1.151767 0.429914  0.3076
H: 2.117786 0.259388 -2.400620  0.4377
H: -0.105493 -2.186123 0.094419  0.2784
H: -0.640701 -3.315549 -0.741319  0.2670
O: -0.818647 -2.657110 -0.170918  -0.5579
H: -1.785762 -0.569912 1.676414  0.2996
H: -2.610564 0.394767 0.978675  0.3516
O: -2.746333 -0.249868 1.666739  -0.6324
H: 1.919231 -0.469073 2.687208  0.3179
H: 1.054087 0.652255 3.344782  0.3090
O: 1.040523 -0.036019 2.590303  -0.6245

Cartesian forces (eV/Å) of the 6 atoms listed first:
N -0.214 -0.027 -0.952
C -0.049 -3.457 -2.617
C 2.964 -1.067 -2.709
C -3.115 2.016 3.567
H -0.473 -0.457 1.591
H 0.465 1.110 -0.237

# 4
Density functional theory data (the ωB97M-V functional and the def2-TZVPD basis) for a cluster of 3 separate species, C3H13NO3 in total at a distorted geometry.

Frontier orbital gap   10.813 eV
E_tot   -10953.8089 eV
2S+1   1
SMILES   C[C@H](O)CN.O.O
ΔE to the lowest compared entry with this formula, charge and spin   22.2 kcal per mole

Last column: Mulliken charge in e.
Atoms and positions in Å:
C: -0.626683 -0.751057 -0.140186  -0.4480
C: 0.261813 0.003255 0.814499  0.5723
C: -0.045701 -0.292533 2.235387  -1.5566
O: 0.018388 1.425729 0.704529  -0.6625
N: -0.011028 -0.792773 -1.501317  -0.6301
H: -0.711399 -1.730529 0.252984  0.4450
H: -1.745753 -0.295171 -0.162373  0.1450
H: 1.317114 -0.151847 0.535977  0.1831
H: 0.695817 0.104182 2.956536  0.3275
H: -1.015562 0.094681 2.504397  0.3703
H: -0.098118 -1.336216 2.531218  0.4027
H: 0.442465 1.824048 -0.069623  0.3722
H: -0.002832 0.076243 -1.991482  0.1982
H: -0.602845 -1.409902 -2.121736  0.2371
H: -2.897046 2.161964 -0.540663  0.2983
H: -1.306246 2.544647 -0.068634  0.3757
O: -2.037216 2.584715 -0.690289  -0.6449
H: 1.804095 -1.597403 -1.303402  0.4031
H: 2.073596 -3.032597 -0.940821  0.3012
O: 2.539088 -2.201731 -1.119667  -0.6895

Cartesian forces (eV/Å) of the 6 atoms listed first:
C -1.834 1.808 -1.381
C 0.194 1.176 -0.675
C 0.514 -0.444 1.893
O 0.353 0.574 -0.067
N -1.337 -2.035 -0.156
H -0.072 -1.247 -0.039

# 5
Density functional theory data (the ωB97M-V functional and the def2-TZVPD basis) for a cluster of 4 separate species, C3H13NO3 in total at a distorted geometry.

Frontier orbital gap   8.558 eV
E_tot   -10953.2103 eV
2S+1   1
SMILES   C/C=C/N.O.O.O
ΔE to the lowest compared entry with this formula, charge and spin   36.0 kcal per mole

Last column: Mulliken charge in e.
Atoms and positions in Å:
C: 2.731332 -1.208900 -1.744598  -0.9926
C: 1.552967 -0.654932 -0.967365  0.0283
C: 0.199522 -0.932343 -1.385053  -0.1189
N: -1.008261 -0.698858 -0.785802  -0.4939
H: 3.086249 -2.148179 -1.226216  0.2144
H: 3.580446 -0.493549 -1.859391  0.2955
H: 2.349440 -1.499232 -2.713361  0.3165
H: 1.764386 -0.143346 0.094923  0.2158
H: 0.248023 -1.519846 -2.341496  0.1367
H: -1.751892 -1.049389 -1.316751  0.2170
H: -1.348065 0.187582 -0.425611  0.2575
H: -2.511394 2.263782 1.126768  0.3349
H: -2.403358 2.218288 -0.314068  0.2926
O: -2.626371 1.657240 0.400634  -0.6562
H: -0.452109 -0.933154 1.113761  0.3554
H: -1.448283 -0.813539 2.296237  0.2954
O: -0.613909 -0.407262 1.968825  -0.7273
H: -0.072325 2.712824 2.384701  0.3203
H: -0.576710 1.266856 2.704752  0.3764
O: -0.699688 2.195957 2.989111  -0.6677

Cartesian forces (eV/Å) of the 6 atoms listed first:
C -0.055 -0.260 1.000
C -3.678 0.346 1.572
C 6.204 0.348 -0.275
N -0.422 0.301 0.564
H -0.035 0.999 -0.546
H -0.694 -0.567 0.099

# 6
Density functional theory data (the ωB97M-V functional and the def2-TZVPD basis) for a cluster of 3 separate species, C3H13NO3 in total at a distorted geometry.

Frontier orbital gap   10.357 eV
E_tot   -10953.4101 eV
2S+1   1
SMILES   CCNCO.O.O
ΔE to the lowest compared entry with this formula, charge and spin   31.4 kcal per mole

Last column: Mulliken charge in e.
Atoms and positions in Å:
C: -0.815934 -2.591634 -0.501525  -0.3570
N: 0.424121 -1.718211 -0.712312  -0.4152
C: 0.203989 -0.305519 -0.278396  -0.2798
O: 1.290830 0.396656 -0.921822  -0.5475
C: -1.558916 -2.117112 0.812309  -0.9655
H: -0.339013 -3.582312 -0.442260  0.3288
H: -1.445026 -2.572509 -1.388630  0.2362
H: 1.114427 -2.145006 -0.075407  0.2264
H: 0.441207 -0.255004 0.810578  0.2431
H: -0.847375 -0.055343 -0.329908  0.2900
H: 1.221175 0.200312 -1.861685  0.2829
H: -2.346339 -2.755956 1.291425  0.3142
H: -2.159988 -1.235024 0.600419  0.3254
H: -0.800929 -2.031402 1.571887  0.2710
H: 1.614407 2.211209 -0.485442  0.4599
H: 2.740535 3.047502 0.390980  0.2921
O: 2.026910 3.098867 -0.246605  -0.7217
H: 0.296648 3.892637 0.087310  0.3820
H: -0.470572 4.566231 1.207762  0.2849
O: -0.590159 3.951617 0.471321  -0.6505

Cartesian forces (eV/Å) of the 6 atoms listed first:
C 1.033 0.661 0.887
N -1.783 -0.305 0.842
C 2.755 -2.237 1.144
O -1.573 0.780 0.456
C -0.906 -1.654 -0.698
H -0.797 0.058 0.222